1.
13
Properties=species:S:1:pos:R:3:lowdin_charge:R:1 method="wB97M-V/def2-TZVPD" smiles="O=C[C@@H]1CCN1" orbital_gap_ev=10.04 max_force_ev_per_a=8.7 de_lowest_ev=4.072 lumo_energy_ev=0.1698
C 1.5603 0.0315 0.2413 -0.195
C 0.4910 0.0036 -0.6903 -0.399
C -0.5738 0.8826 -0.2437 -0.207
C -1.3656 -0.2812 0.3582 -0.167
H 1.1746 0.3525 1.4714 0.201
H 0.9575 -0.0474 -1.7326 0.174
H -0.9887 1.4327 -1.1145 0.125
H -0.1429 1.6759 0.3969 0.109
H -1.2411 -0.2836 1.4832 0.112
H -2.4481 -0.4142 -0.0187 0.124
H 0.1598 -1.8837 0.2934 0.146
N -0.4207 -1.2364 -0.4252 0.018
O 2.8375 -0.2322 -0.0195 -0.040


2.
13
Properties=species:S:1:pos:R:3:lowdin_charge:R:1 method="wB97M-V/def2-TZVPD" orbital_gap_ev=9.10 max_force_ev_per_a=1.3 de_lowest_ev=3.079 lumo_energy_ev=0.8981
C 0.7136 -0.2586 1.0373 -0.135
C 0.7075 -0.8707 -0.3455 -0.232
O -0.6298 -0.9645 -0.7729 -0.151
C -1.1949 0.3113 -1.0467 -0.254
C -0.9790 1.4008 -0.0196 -0.028
N -0.1092 1.0133 0.9059 -0.036
H 1.7408 -0.0157 1.3753 0.121
H 0.1257 1.6160 1.6854 0.109
H 0.2988 -0.9546 1.7887 0.121
H 1.1258 -1.8800 -0.3990 0.126
H 1.3000 -0.2181 -1.0075 0.128
H -2.2706 0.1323 -1.1799 0.115
H -0.8287 0.6884 -2.0217 0.116


3.
13
Properties=species:S:1:pos:R:3:lowdin_charge:R:1 method="wB97M-V/def2-TZVPD" orbital_gap_ev=8.77 max_force_ev_per_a=5.3 de_lowest_ev=4.736 lumo_energy_ev=0.6293
C -0.5287 -1.0209 1.4813 -0.038
C 2.1374 -0.4337 -0.3690 -0.279
C 2.0204 0.8493 -0.1849 -0.006
C -1.5834 0.0740 -0.4799 -0.085
N -1.3527 -0.1472 0.9990 -0.163
O 2.3224 -1.5524 -0.7361 0.130
H -0.0680 -1.5898 0.5652 0.010
H 2.1136 1.5795 -0.9948 0.075
H 2.0499 1.3066 0.7966 0.065
H -1.9995 0.3907 1.4495 0.059
H -2.6923 -0.1669 -0.6722 0.100
H -1.4740 1.1801 -0.7526 0.094
H -0.9452 -0.4692 -1.1022 0.037


4.
13
Properties=species:S:1:pos:R:3:lowdin_charge:R:1 method="wB97M-V/def2-TZVPD" smiles="[H]/N=C1/CCCO1" orbital_gap_ev=10.85 max_force_ev_per_a=3.2 de_lowest_ev=2.600 lumo_energy_ev=0.9279
N 2.3938 -0.0758 -0.0390 0.171
C 1.2298 -0.1406 0.4124 -0.360
C 0.0684 -1.0006 0.7538 -0.103
C -0.9016 -0.4794 -0.3296 -0.153
C -0.6712 1.0453 -0.4127 -0.212
O 0.5906 1.2418 0.1809 -0.150
H 2.0388 0.9083 -0.3342 0.097
H 0.2377 -2.0776 0.6827 0.123
H -0.2790 -0.7521 1.7613 0.125
H -1.9353 -0.7190 -0.0950 0.108
H -0.6416 -0.9577 -1.2803 0.117
H -1.4213 1.6034 0.1558 0.114
H -0.7091 1.4041 -1.4560 0.122


5.
13
Properties=species:S:1:pos:R:3:lowdin_charge:R:1 method="wB97M-V/def2-TZVPD" orbital_gap_ev="7.34 / 7.33" max_force_ev_per_a=0.4 de_lowest_ev=5.371 lumo_energy_ev="-0.7169 / -0.7192"
O 1.6743 0.8789 0.2886 -0.190
C 1.0599 0.1904 -0.6757 -0.508
C 0.3584 -1.1741 -0.2456 -0.059
C -0.9165 -0.3740 0.0603 -0.332
N -0.7072 0.3544 1.3166 0.124
C -0.3417 0.7678 -0.6701 0.134
H 0.2878 0.6330 1.4227 0.087
H 1.5604 0.1370 -1.6623 0.138
H 0.8135 -1.7009 0.5951 0.116
H 0.2081 -1.8406 -1.0997 0.112
H -1.9255 -0.7705 -0.0488 0.142
H -1.3601 1.1108 1.4908 0.106
H -0.7114 1.7877 -0.7718 0.130


6.
13
Properties=species:S:1:pos:R:3:lowdin_charge:R:1 method="wB97M-V/def2-TZVPD" smiles="C1=CCONC1" orbital_gap_ev=9.81 max_force_ev_per_a=1.0 de_lowest_ev=5.953 lumo_energy_ev=0.8058
C -1.4869 -0.2309 -0.1888 -0.174
N -0.7959 0.4262 1.0698 0.035
C -0.3797 0.0653 -1.1140 -0.140
C 0.7649 -0.5545 -0.7792 -0.103
C 1.5965 0.3443 0.0596 -0.196
O 0.7384 0.2460 1.2481 -0.178
H -1.7318 -1.2939 -0.0484 0.109
H -2.4267 0.3082 -0.4061 0.108
H -0.9616 -0.2356 1.8199 0.092
H -0.3189 1.1335 -1.3311 0.106
H 0.7195 -1.5624 -0.3558 0.110
H 2.6004 -0.0215 0.3272 0.117
H 1.6817 1.3753 -0.3012 0.114


Repeat the fifth record exactly.
13
Properties=species:S:1:pos:R:3:lowdin_charge:R:1 method="wB97M-V/def2-TZVPD" orbital_gap_ev="7.34 / 7.33" max_force_ev_per_a=0.4 de_lowest_ev=5.371 lumo_energy_ev="-0.7169 / -0.7192"
O 1.6743 0.8789 0.2886 -0.190
C 1.0599 0.1904 -0.6757 -0.508
C 0.3584 -1.1741 -0.2456 -0.059
C -0.9165 -0.3740 0.0603 -0.332
N -0.7072 0.3544 1.3166 0.124
C -0.3417 0.7678 -0.6701 0.134
H 0.2878 0.6330 1.4227 0.087
H 1.5604 0.1370 -1.6623 0.138
H 0.8135 -1.7009 0.5951 0.116
H 0.2081 -1.8406 -1.0997 0.112
H -1.9255 -0.7705 -0.0488 0.142
H -1.3601 1.1108 1.4908 0.106
H -0.7114 1.7877 -0.7718 0.130